Entry from OMol25: 4 unconnected molecules or ions with the total composition C35H80BN4O9P2S at a distorted geometry (ωB97M-V/def2-TZVPD).

```
132
Properties=species:S:1:pos:R:3:mulliken_charge:R:1
C -3.512 -5.074 2.779 0.145
C -4.468 -4.836 2.113 -0.540
C -5.588 -4.598 1.213 -1.045
C -5.301 -3.392 0.288 -0.459
C -4.575 -3.825 -0.995 -1.691
C -3.249 -3.084 -1.214 0.093
O -2.222 -3.911 -0.608 -0.013
O -3.209 -1.868 -0.550 -0.211
B -2.077 -1.107 -1.115 -1.714
P -0.709 -1.193 0.384 0.891
C 0.279 0.376 0.511 -1.202
C -1.784 -1.217 1.905 0.224
C -0.995 -0.855 3.171 -1.504
P -2.479 0.790 -1.476 1.616
O -3.678 1.156 -2.282 -0.728
O -1.186 1.459 -2.200 -0.637
O -2.667 1.542 -0.052 -0.565
O -1.659 -1.914 -2.295 0.392
C -2.816 -2.671 -2.632 0.371
C -2.449 -3.765 -3.637 -1.542
C -1.615 -4.923 -3.103 -1.383
C -0.134 -4.542 -2.947 -0.048
C 0.508 -5.110 -1.691 -0.982
S 1.735 -3.977 -1.083 1.250
O 1.609 -2.688 -1.668 -0.294
O 3.005 -4.635 -1.181 -0.746
O 1.427 -3.842 0.468 -0.676
N -3.697 -1.686 -3.274 0.134
C -5.100 -2.013 -3.575 -1.025
C -6.043 -1.404 -2.524 0.495
C -7.127 -0.540 -3.181 -1.695
H -2.814 -5.535 3.436 0.430
H -6.458 -4.398 1.837 0.391
H -5.757 -5.509 0.644 0.393
H -4.704 -2.688 0.857 0.350
H -6.245 -2.905 0.067 0.409
H -5.255 -3.783 -1.837 0.629
H -4.314 -4.873 -0.879 0.707
H -2.561 -4.117 0.271 0.070
H 1.100 0.184 1.201 0.179
H -0.258 1.244 0.892 0.344
H 0.748 0.600 -0.441 0.343
H -2.653 -0.569 1.800 0.442
H -2.126 -2.244 1.975 -0.266
H -1.052 0.216 3.339 0.321
H 0.036 -1.194 3.113 0.262
H -1.459 -1.329 4.038 0.439
H -0.523 0.778 -2.362 0.322
H -3.355 2.195 -0.229 0.286
H -3.341 -4.156 -4.126 0.475
H -1.852 -3.295 -4.421 0.436
H -2.064 -5.293 -2.188 0.445
H -1.651 -5.742 -3.823 0.646
H 0.035 -3.473 -3.004 -0.027
H 0.369 -4.987 -3.805 0.540
H 1.045 -6.033 -1.884 0.456
H -0.219 -5.315 -0.913 0.326
H 0.882 -3.032 0.555 0.107
H -3.248 -1.499 -4.160 0.471
H -5.288 -3.083 -3.700 0.212
H -5.329 -1.493 -4.501 0.655
H -5.460 -0.752 -1.881 -0.060
H -6.493 -2.160 -1.884 0.174
H -7.487 -1.039 -4.082 0.388
H -7.946 -0.312 -2.508 0.424
H -6.647 0.379 -3.509 0.357
C 4.292 -0.932 2.153 -1.326
C 4.637 0.546 2.232 -0.517
N 3.741 1.297 3.092 0.385
C 3.890 2.732 2.962 -0.127
C 5.219 3.368 3.395 -1.219
C 3.603 0.794 4.445 -0.572
C 4.867 0.692 5.313 -1.149
H 3.263 -1.071 1.819 0.183
H 4.947 -1.424 1.434 0.471
H 4.422 -1.443 3.108 0.310
H 4.554 0.961 1.224 0.474
H 5.696 0.651 2.522 0.276
H 3.075 3.219 3.507 -0.136
H 3.720 2.987 1.911 0.402
H 5.311 3.428 4.479 0.226
H 5.276 4.390 3.013 0.457
H 6.081 2.828 3.002 0.304
H 3.149 -0.197 4.390 0.273
H 2.861 1.408 4.962 0.389
H 5.715 0.287 4.760 0.248
H 4.679 0.025 6.158 0.402
H 5.158 1.656 5.730 0.283
C 1.085 -1.208 -6.283 -1.349
C 2.284 -0.274 -6.370 -0.368
N 2.753 0.177 -5.075 0.328
C 3.717 1.255 -5.159 -0.714
C 5.075 0.971 -5.819 -1.005
C 3.059 -0.880 -4.121 0.110
C 4.121 -1.918 -4.505 -1.286
H 0.261 -0.741 -5.743 0.246
H 0.736 -1.451 -7.288 0.512
H 1.331 -2.148 -5.789 0.241
H 1.983 0.609 -6.941 0.461
H 3.074 -0.769 -6.961 0.242
H 3.889 1.639 -4.150 0.332
H 3.241 2.078 -5.703 0.452
H 5.731 0.394 -5.169 0.229
H 5.583 1.915 -6.031 0.410
H 4.970 0.440 -6.765 0.266
H 2.133 -1.410 -3.897 -0.486
H 3.337 -0.418 -3.171 0.398
H 4.021 -2.252 -5.539 0.268
H 4.015 -2.796 -3.863 0.402
H 5.135 -1.543 -4.364 0.305
C 0.249 5.456 2.495 -1.353
C -0.282 6.481 3.486 -0.339
N -0.557 5.934 4.802 0.114
C -1.306 6.841 5.651 -0.718
C -0.644 8.161 6.074 -0.973
C 0.548 5.241 5.439 -0.740
C 1.846 6.026 5.684 -1.044
H -0.436 4.615 2.392 0.361
H 0.364 5.921 1.515 0.456
H 1.229 5.071 2.784 0.128
H -1.222 6.872 3.087 0.484
H 0.415 7.335 3.522 0.232
H -1.611 6.297 6.550 0.361
H -2.237 7.081 5.129 0.428
H 0.107 8.013 6.848 0.228
H -1.401 8.832 6.487 0.397
H -0.179 8.676 5.233 0.273
H 0.789 4.362 4.836 0.359
H 0.191 4.831 6.387 0.349
H 2.126 6.641 4.828 0.232
H 2.668 5.330 5.867 0.400
H 1.775 6.668 6.561 0.343
```

The net charge is -1.



Entry from OMol25: 12 unconnected molecules or ions with the total composition C35H80BrF6N5O16PS11 at a distorted geometry (ωB97M-V/def2-TZVPD).

```
155
Properties=species:S:1:pos:R:3:mulliken_charge:R:1
C 3.490 2.836 -1.305 -0.997
C 2.502 2.529 -2.494 0.764
O 2.285 1.378 -2.788 -0.437
O 1.884 3.617 -3.159 -0.334
C 1.087 3.158 -4.255 0.391
O 1.534 2.725 -5.272 -0.467
C -0.494 3.292 -4.035 -0.553
C -0.741 3.200 -2.495 0.128
N -0.950 1.967 -1.865 -0.416
C -1.123 2.224 -0.480 0.466
N -1.312 1.325 0.472 0.623
C -1.386 -0.117 0.027 -0.917
C -2.240 -1.016 1.042 -0.622
C -2.333 -2.457 0.367 0.851
F -1.320 -2.687 -0.557 -0.252
F -2.236 -3.417 1.372 -0.256
F -3.546 -2.668 -0.279 -0.254
N -1.443 1.585 1.839 -0.694
C -0.355 1.302 2.467 0.732
O 0.614 1.275 3.086 -0.394
N -1.054 3.629 -0.296 0.205
P -1.221 4.698 1.112 0.053
O -0.054 4.328 2.306 -0.432
Br -3.192 4.312 2.167 0.036
N -0.805 4.186 -1.506 0.531
C -0.595 5.596 -1.912 -0.873
C -1.928 6.452 -2.095 -0.614
C -3.235 5.606 -2.262 0.675
F -3.209 4.778 -3.388 -0.252
F -3.615 4.914 -1.112 -0.215
F -4.281 6.511 -2.506 -0.280
H 4.124 1.931 -1.092 0.338
H 4.157 3.731 -1.528 0.343
H 2.921 3.091 -0.361 0.164
H -0.838 4.298 -4.428 0.259
H -1.026 2.429 -4.542 0.450
H -0.322 -0.466 -0.097 0.350
H -1.912 -0.215 -0.977 0.470
H -3.252 -0.577 1.255 0.305
H -1.608 -1.169 1.971 0.271
H 0.798 4.469 1.839 0.314
H 0.044 5.650 -2.842 0.430
H 0.008 6.088 -1.083 0.457
H -1.991 7.232 -1.280 0.344
H -1.804 7.033 -3.067 0.323
C -7.302 5.192 2.013 -0.698
S -6.873 6.939 2.149 0.469
O -5.399 7.021 2.359 -0.572
C -7.661 7.197 3.750 -0.814
H -6.872 4.803 1.090 0.255
H -6.895 4.643 2.865 0.098
H -8.387 5.086 1.980 0.401
H -7.231 6.518 4.489 0.186
H -8.734 7.023 3.659 0.358
H -7.486 8.227 4.058 0.317
C 3.011 -3.176 3.081 -0.967
S 3.204 -1.403 2.808 0.620
O 4.660 -1.132 2.640 -0.688
C 2.752 -0.907 4.481 -0.862
H 3.283 -3.698 2.164 0.329
H 3.667 -3.500 3.891 0.324
H 1.971 -3.395 3.328 0.326
H 3.423 -1.376 5.202 0.321
H 1.720 -1.202 4.682 0.362
H 2.838 0.175 4.557 0.239
C 2.755 -0.054 -5.974 -0.748
S 4.379 -0.791 -5.715 0.462
O 5.004 -0.983 -7.061 -0.673
C 3.767 -2.395 -5.170 -0.892
H 2.892 0.956 -6.357 0.160
H 2.190 -0.644 -6.697 0.444
H 2.220 -0.011 -5.024 0.263
H 3.137 -2.835 -5.944 0.089
H 3.197 -2.273 -4.248 0.419
H 4.622 -3.046 -4.983 0.456
C -4.075 2.530 7.971 -0.542
S -3.886 3.805 6.714 0.397
O -5.132 3.809 5.884 -0.575
C -2.617 2.932 5.774 -0.567
H -4.858 2.837 8.663 0.386
H -4.355 1.587 7.501 -0.247
H -3.139 2.415 8.516 0.462
H -2.997 1.960 5.451 0.139
H -1.729 2.801 6.394 0.487
H -2.362 3.531 4.900 0.021
C 1.471 -5.405 -6.129 -0.952
S 0.050 -4.643 -5.320 0.413
O 0.508 -3.341 -4.743 -0.544
C -0.047 -5.829 -3.969 -0.744
H 1.740 -4.801 -6.996 0.320
H 2.315 -5.445 -5.438 0.268
H 1.206 -6.411 -6.457 0.404
H 0.894 -5.842 -3.417 0.291
H -0.261 -6.822 -4.370 0.265
H -0.855 -5.528 -3.302 0.318
C 4.671 0.503 7.834 -0.959
S 3.007 1.191 7.948 0.422
O 2.454 1.254 6.562 -0.495
C 3.528 2.857 8.399 -0.968
H 4.593 -0.538 7.523 0.280
H 5.253 1.060 7.098 0.308
H 5.152 0.554 8.811 0.419
H 4.183 3.263 7.627 0.299
H 4.048 2.829 9.357 0.392
H 2.640 3.483 8.488 0.311
C -2.684 -1.407 8.406 -0.935
S -4.123 -0.709 9.237 0.661
O -3.694 0.571 9.876 -0.665
C -4.208 -1.958 10.535 -1.080
H -2.421 -0.759 7.569 0.196
H -1.845 -1.462 9.101 0.434
H -2.929 -2.401 8.030 0.370
H -3.271 -1.978 11.093 0.330
H -4.401 -2.934 10.088 0.372
H -5.026 -1.701 11.208 0.341
C 3.470 2.573 -9.207 -0.904
S 5.263 2.434 -9.061 0.620
O 5.837 3.790 -9.299 -0.679
C 5.495 1.477 -10.571 -0.933
H 3.102 3.175 -8.376 0.193
H 3.209 3.057 -10.150 0.413
H 3.024 1.578 -9.159 0.320
H 5.105 2.031 -11.427 0.329
H 4.979 0.519 -10.477 0.318
H 6.562 1.301 -10.708 0.318
C -6.535 0.407 4.038 -1.000
S -5.901 -0.122 5.640 0.783
O -4.794 -1.094 5.385 -0.647
C -7.358 -1.074 6.109 -1.116
H -5.764 0.996 3.540 0.178
H -6.778 -0.465 3.428 0.399
H -7.422 1.024 4.184 0.385
H -7.550 -1.851 5.368 0.356
H -8.218 -0.407 6.186 0.371
H -7.171 -1.535 7.079 0.282
C 7.468 -2.624 -7.345 -0.488
S 7.916 -4.107 -6.425 0.497
O 7.985 -3.734 -4.982 -0.624
C 9.610 -4.205 -7.040 -0.937
H 6.445 -2.351 -7.083 -0.099
H 8.140 -1.806 -7.082 0.317
H 7.525 -2.829 -8.415 0.385
H 10.147 -3.288 -6.795 0.301
H 9.596 -4.357 -8.120 0.333
H 10.102 -5.052 -6.561 0.331
C -0.283 -11.049 -2.549 -0.980
S 0.250 -9.961 -3.884 0.556
O -0.784 -8.894 -4.030 -0.643
C -0.014 -11.153 -5.210 -0.942
H -0.236 -10.494 -1.612 0.316
H -1.307 -11.380 -2.726 0.312
H 0.386 -11.910 -2.493 0.370
H -1.056 -11.477 -5.217 0.307
H 0.645 -12.011 -5.065 0.366
H 0.222 -10.672 -6.159 0.306
```

The net charge is +1.



Quick rundown of HOMO-LUMO gap, same order as above: 6.514 6.285 eV